This record from the OMol25 dataset describes a structure of composition C21H14F10N3RhS5. The level of theory is the ωB97M-V functional and the def2-TZVPD basis.

The geometry in XYZ format:
```
54
Properties=species:S:1:pos:R:3:forces:R:3:lowdin_charge:R:1
Rh 0.60861 0.22119 0.41229 0.029 0.109 -0.004 0.8240
S 0.89010 1.15131 7.67584 0.011 0.006 0.002 0.5760
S 0.93212 -1.22031 2.32792 0.005 0.019 0.003 0.8812
S 1.13757 -0.62804 5.31304 -0.004 -0.001 0.004 0.9174
S 0.39751 2.14764 4.92027 -0.003 0.003 0.001 0.9280
S 0.06181 1.88086 1.94205 -0.035 -0.042 -0.006 0.6925
F 0.09015 4.63437 -0.23187 0.000 0.003 0.006 0.0874
F -1.93114 -0.68340 0.37054 -0.030 -0.021 0.005 0.0363
F -1.85583 -5.29286 -2.45919 -0.001 0.006 0.004 0.1252
F -2.23283 5.78389 -0.82356 0.000 0.001 -0.001 0.1260
F -3.88467 1.71659 -2.50494 -0.002 -0.002 -0.001 0.1278
F -4.26599 4.35293 -1.92829 -0.004 0.002 -0.001 0.1274
F -1.51851 0.55393 -2.02023 0.004 0.020 -0.027 0.1008
F 0.42962 -4.10629 -1.96563 0.010 0.017 0.009 0.0775
F -4.23906 -4.23140 -1.64409 0.005 0.003 0.000 0.1208
F -4.19945 -1.88821 -0.22771 0.003 -0.001 0.000 0.1307
N 0.53846 1.82390 -0.82772 0.020 -0.057 0.001 -0.2051
N 2.27804 0.12425 -0.81847 0.005 -0.005 -0.053 -0.3213
N 0.53727 -1.60563 -0.49521 0.013 -0.011 0.018 -0.1628
C -0.68466 -3.51047 -1.48883 0.017 0.011 0.001 -0.1312
C -3.08598 -3.61807 -1.36707 -0.002 -0.004 0.004 -0.1500
C -0.85811 3.87665 -0.80552 -0.004 0.001 -0.014 -0.1557
C 2.91592 -1.11734 -0.36221 0.003 -0.001 0.014 -0.1770
C 0.80770 -0.11336 3.67739 0.007 -0.008 -0.005 -0.9745
C 1.82071 2.50651 -0.70563 0.013 0.000 0.004 -0.2321
C -0.60569 -2.29668 -0.78010 -0.007 -0.023 0.004 -0.1924
C -1.69032 1.83613 -1.66928 0.001 -0.010 0.010 -0.1474
C -1.87922 -4.15059 -1.77066 -0.006 -0.003 -0.004 -0.1489
C -1.86309 -1.81276 -0.37165 -0.017 0.009 -0.022 -0.1815
C -3.09956 3.76739 -1.65909 0.002 -0.006 0.002 -0.1416
C 2.91302 1.41728 -0.52499 -0.013 0.002 0.005 -0.1487
C 2.03565 0.02894 -2.28077 -0.008 0.005 0.009 -0.0227
C -0.52604 -2.25932 2.59482 0.004 -0.009 0.005 -0.2883
C 0.46497 1.16955 3.47887 0.011 -0.006 0.000 -1.0838
C 1.86628 -2.22219 -0.56990 -0.016 -0.024 0.014 -0.2216
C -0.62253 2.52378 -1.07232 0.004 0.001 0.003 -0.2118
C 0.80692 0.90161 6.06988 -0.014 -0.006 -0.003 -1.4962
C -3.06101 -2.43087 -0.65894 -0.007 0.005 0.000 -0.1471
C -2.06281 4.49100 -1.10294 0.003 0.000 0.003 -0.1421
C -2.90644 2.42489 -1.94058 0.002 0.007 -0.001 -0.1411
H 3.18687 -0.99578 0.68528 -0.003 -0.008 0.004 0.0945
H 2.01320 -2.99998 0.18995 -0.002 0.001 -0.001 0.1162
H 3.26229 1.39262 0.50677 0.002 0.002 -0.002 0.1189
H -0.56279 -2.97556 1.77618 0.000 0.002 0.018 0.0427
H 1.62490 0.95987 -2.64792 -0.002 0.016 -0.001 0.0902
H 1.88104 3.17650 0.15570 0.001 -0.003 0.001 0.0854
H -0.40490 -2.78706 3.53807 0.004 0.003 0.002 0.0478
H 1.33028 -0.76667 -2.49183 0.004 0.009 -0.001 0.0907
H 3.82468 -1.32392 -0.93600 0.001 -0.004 -0.001 0.1305
H 2.99734 -0.17489 -2.75991 -0.003 0.002 -0.004 0.1080
H 2.03507 -2.69468 -1.53572 -0.012 -0.012 -0.013 0.1070
H -1.42181 -1.64456 2.60269 0.008 -0.007 0.006 0.0586
H 3.76965 1.58016 -1.18573 -0.001 0.005 -0.003 0.1291
H 2.00468 3.10711 -1.60309 0.003 0.002 0.003 0.1263
```
Forces are in eV/Å.

As for the charge: 0. Its spin multiplicity is 1. As for the energy relative to the best compared isomer or geometry (same formula, charge and spin): 0.0000 eV. The total energy comes out at -110830.393 eV. As for the orbital gap (spin up / spin down): 6.5934 / 6.5907 eV.

***

This record from the OMol25 dataset describes a structure of composition C21H14F5N3NaO5. The level of theory is the ωB97M-V functional and the def2-TZVPD basis.

The geometry in XYZ format:
```
49
Properties=species:S:1:pos:R:3:forces:R:3:lowdin_charge:R:1
Na 0.91525 -0.61317 -0.72995 -0.285 0.472 0.417 0.3937
F 1.90070 -1.46042 4.93702 0.010 -0.016 -0.005 0.0815
F 2.76677 -1.07795 2.42233 -0.073 0.081 -0.080 0.0306
F -1.02511 1.66812 1.58304 0.121 -0.070 -0.044 0.0266
F -0.42051 -0.33131 5.77427 0.007 0.002 -0.002 0.0878
F -1.87244 1.22137 4.08940 -0.013 0.020 -0.011 0.0803
O -1.38245 -0.43001 -1.05532 -0.154 0.073 -0.076 0.0007
O -3.80613 -7.04509 -0.58726 -0.034 -0.046 0.027 0.0312
O -5.09489 -5.32231 -0.53634 -0.063 0.013 0.030 0.0325
O 0.44575 -2.57099 -1.26494 -0.214 -0.854 -0.036 -0.0523
O 2.90037 0.01132 -1.37639 0.576 0.269 -0.114 0.0080
N -3.98855 -5.83583 -0.61219 0.432 0.220 -0.105 -0.3748
N 0.37676 2.52872 -1.27037 -0.137 0.118 -0.057 0.1465
N 2.68281 1.82919 -0.07231 0.225 0.196 -0.065 0.0631
C 0.89863 0.29072 1.87549 0.178 0.086 -0.496 0.0267
C 1.18599 -0.70523 4.07915 -0.044 0.009 0.031 -0.1629
C -1.54141 -5.53890 -0.86347 0.121 -0.060 -0.011 -0.0167
C -0.55640 -3.30024 -1.08248 0.125 0.127 -0.103 -0.3582
C 0.42818 4.79332 -0.51653 0.038 0.065 0.075 -0.0359
C -2.82692 -4.97260 -0.75367 -0.406 -0.346 0.059 -0.1767
C 1.58712 -0.47495 2.77413 0.154 -0.203 0.232 -0.2560
C -0.82442 5.02577 -1.04747 -0.025 0.003 -0.018 -0.0757
C -1.47807 3.98409 -1.68951 -0.046 -0.016 -0.030 -0.0664
C 2.35564 3.22836 -0.03115 -0.116 0.028 0.034 -0.1295
C -2.18439 -1.34606 -0.96694 0.238 -0.093 -0.005 -0.1980
C 0.00665 -0.13042 4.51382 -0.049 -0.001 0.081 -0.1542
C -0.44985 -4.74210 -1.01849 -0.094 0.028 -0.007 0.0025
C 3.93657 1.99662 -2.17864 0.006 0.161 -0.085 0.0032
C -1.89748 -2.76928 -0.94049 -0.249 0.175 0.024 -0.1121
C 0.98831 3.52596 -0.64166 0.130 -0.114 -0.053 -0.2548
C -0.25207 0.84435 2.36259 -0.301 0.194 0.097 -0.2553
C 3.13247 1.20519 -1.18162 -0.343 -0.213 0.066 -0.5205
C -0.72904 0.65873 3.64890 0.045 -0.060 0.062 -0.1633
C -0.84046 2.75982 -1.77506 0.189 -0.086 0.114 -0.1144
C -2.99528 -3.61183 -0.78795 0.093 0.154 -0.004 0.0255
H -3.26355 -1.10451 -0.89745 -0.039 -0.012 0.010 0.1230
H -1.29237 5.99813 -0.95174 0.013 -0.012 -0.009 0.1024
H 3.29154 2.69179 -2.72230 -0.030 -0.051 0.026 0.0856
H 0.54191 -5.16608 -1.10485 0.009 0.018 -0.003 0.1092
H 2.34067 3.54858 1.01310 -0.009 -0.011 0.006 0.1286
H -3.99009 -3.19361 -0.69278 0.011 -0.014 -0.010 0.1201
H 3.12115 3.82874 -0.52542 0.019 -0.012 -0.050 0.1144
H -1.44607 -6.61519 -0.82407 0.002 0.007 0.003 0.1104
H 2.08976 1.25127 0.54782 -0.054 -0.177 0.094 0.0698
H 4.36582 1.29314 -2.88548 0.047 0.031 -0.009 0.0826
H -2.46730 4.11010 -2.10849 0.005 0.005 0.015 0.0992
H 4.72098 2.58088 -1.69517 0.007 -0.048 -0.005 0.0809
H -1.32228 1.90907 -2.23961 -0.008 -0.022 -0.015 0.1001
H 0.96771 5.57474 0.00651 -0.013 -0.022 0.005 0.1108
```
Forces are in eV/Å.

As for the charge: -1. Its spin multiplicity is 1. As for the energy relative to the best compared isomer or geometry (same formula, charge and spin): 0.1140 eV. The total energy comes out at -54716.356 eV. As for the orbital gap: 7.3757 eV.